Here is a cluster of 8 separate species, C53H72FNO19 in total in a non-equilibrium geometry from the Open Molecules 2025 dataset. Energies are from the ωB97M-V functional and the def2-TZVPD basis.

The geometry in XYZ format:
```
146
Properties=species:S:1:pos:R:3:forces:R:3:lowdin_charge:R:1
C 0.02132 1.73276 6.71871 -0.242 0.085 0.100 -0.10
C 1.15842 1.03071 5.96054 -0.705 0.580 0.055 -0.26
N 2.39456 1.87944 5.85127 -0.307 -1.295 -0.519 0.02
C 3.03711 1.54127 4.61247 0.192 -0.148 1.327 -0.20
C 4.08425 0.61749 4.68348 0.020 0.279 -0.211 0.08
C 4.70093 0.28610 3.51151 -0.039 -0.089 0.269 -0.21
F 5.71234 -0.60882 3.54969 -0.021 0.007 0.051 0.07
C 4.32200 0.79117 2.28477 0.923 -0.399 -1.924 -0.08
C 5.12579 0.31465 1.07881 0.152 -0.187 0.725 -0.07
C 4.62910 -1.06221 0.53856 0.836 -0.001 -0.783 -0.37
C 4.58071 -1.05864 -1.01293 -0.021 -0.547 0.044 -0.02
O 3.39588 -1.48195 1.13187 0.073 0.104 -0.105 -0.03
C 3.27096 1.67784 2.19240 -0.288 0.351 0.626 0.00
C 2.63821 2.06692 3.39264 -0.775 0.583 -0.533 -0.02
C 1.52534 3.05820 3.33220 -0.700 0.891 0.068 -0.23
O 0.73439 3.26000 4.24139 0.596 -0.421 -0.429 0.09
C 1.36522 3.90676 2.07693 0.944 -1.478 0.704 -0.07
C 0.60361 5.04557 2.15242 -0.794 0.906 0.418 0.03
C 0.38789 5.82961 1.03618 0.209 0.287 -0.543 -0.22
C -0.47040 7.07217 1.02715 -0.244 -0.479 -0.144 -0.04
C 0.97836 5.40979 -0.15465 -0.321 0.546 0.109 0.00
C 1.74131 4.26987 -0.24503 0.318 -0.373 -1.224 -0.14
C 2.27454 3.91970 -1.63568 0.934 -0.295 0.316 -0.14
O 1.72034 2.75603 -2.22999 -0.283 0.280 0.037 -0.11
C 0.42591 2.46043 -1.77785 -1.213 -0.861 -0.182 -0.21
C -0.27025 1.41826 -2.67616 0.565 1.043 -0.656 -0.20
O 0.46593 0.23032 -2.85081 -0.278 0.072 0.372 -0.12
C 0.71660 -0.45924 -1.63992 -0.125 -0.893 0.453 -0.25
C -0.52196 -1.00799 -0.88667 0.571 0.063 0.709 -0.06
C 1.96296 3.47948 0.89270 0.154 0.168 -0.170 -0.03
C 2.79507 2.22422 0.85611 -0.180 -0.131 0.225 -0.20
O 3.05482 1.64597 -0.18044 -0.037 0.382 0.629 0.12
H -0.67470 0.98698 7.13315 0.405 0.346 0.231 0.05
H 0.41583 2.38825 7.50618 -0.080 -0.376 -0.028 0.08
H -0.58712 2.37538 6.07164 0.387 -0.111 -0.033 0.07
H 0.80053 0.79854 4.94911 0.283 0.123 0.174 0.10
H 1.37946 0.05897 6.43301 0.155 0.263 -0.068 0.12
H 3.00076 1.49579 6.57177 0.062 0.436 0.040 0.10
H 4.40328 0.17133 5.62283 -0.102 0.108 -0.152 0.13
H 5.18443 1.06685 0.29216 -0.253 -0.190 0.198 0.11
H 6.15434 0.17890 1.43916 -0.204 0.016 -0.228 0.10
H 5.38647 -1.81676 0.80692 -0.155 0.290 0.158 0.13
H 3.56214 -1.26874 -1.36254 0.206 0.364 0.112 0.06
H 4.96630 -0.13078 -1.44672 -0.316 -0.112 0.126 0.08
H 5.21038 -1.86858 -1.41239 -0.143 0.164 0.141 0.07
H 3.55795 -2.35218 1.50596 -0.164 0.095 0.000 0.08
H 0.14165 5.35907 3.08766 0.202 -0.346 -0.045 0.13
H -0.10147 7.81080 0.30327 0.125 -0.078 0.384 0.09
H -0.59835 7.48556 2.02959 0.099 0.080 -0.257 0.07
H -1.47103 6.79261 0.66497 0.184 0.081 0.221 0.08
H 0.80680 6.01949 -1.04295 0.126 -0.233 0.079 0.13
H 2.19123 4.76481 -2.33992 -0.356 -0.058 0.385 0.13
H 3.35770 3.74111 -1.52792 -0.287 -0.132 -0.167 0.13
H 0.41381 2.02415 -0.76272 0.233 0.482 -0.064 0.12
H -0.23582 3.34653 -1.79420 0.221 -0.155 0.149 0.14
H -0.36221 1.87450 -3.67475 0.062 -0.322 0.140 0.13
H -1.30096 1.26630 -2.32146 0.289 -0.179 0.128 0.11
H 1.32137 0.11142 -0.92049 -0.052 0.215 -0.492 0.09
H 1.33131 -1.32718 -1.91820 -0.091 0.309 -0.061 0.11
H -1.44277 -0.43665 -1.02599 0.176 -0.167 -0.258 0.06
H -0.67200 -2.07555 -1.07257 -0.281 0.354 -0.239 0.05
H -0.28186 -0.94314 0.19014 -0.117 -0.072 -0.260 0.06
O 8.28057 0.62123 -0.25419 0.059 -0.096 -0.267 0.12
C 9.08494 -0.16434 0.14975 -0.346 0.167 0.273 -0.49
C 9.69715 -0.19818 1.53568 0.542 -0.189 -0.141 -0.08
C 10.89407 -1.12097 1.33754 0.069 0.036 0.231 -0.16
C 10.41761 -2.02308 0.21077 0.160 -0.139 0.067 -0.16
O 9.55194 -1.20259 -0.59022 0.021 0.092 0.026 0.03
H 8.96847 -0.61646 2.23279 -0.059 0.110 -0.006 0.13
H 9.99641 0.79732 1.85183 -0.296 0.054 0.044 0.13
H 11.18455 -1.66808 2.23305 -0.029 -0.057 -0.050 0.12
H 11.75551 -0.53806 1.00632 -0.008 -0.037 -0.011 0.12
H 9.84409 -2.87798 0.57707 -0.018 0.026 0.002 0.13
H 11.23870 -2.38802 -0.40282 -0.137 0.028 -0.159 0.12
O -2.84639 -0.65975 -3.12374 0.128 -0.074 0.063 0.12
C -3.34922 -1.74627 -3.12113 -0.131 0.295 -0.305 -0.47
C -4.80505 -2.07491 -3.37361 0.262 -0.389 0.440 -0.09
C -4.90425 -3.50382 -2.85907 -0.128 -0.031 -0.045 -0.16
C -3.49529 -4.02589 -3.08777 -0.150 -0.300 0.024 -0.15
O -2.63519 -2.88524 -2.92252 -0.031 0.074 -0.007 0.01
H -4.99964 -2.01263 -4.44496 -0.046 0.112 0.023 0.13
H -5.45559 -1.39993 -2.83107 0.056 0.199 -0.228 0.11
H -5.66809 -4.09766 -3.35449 0.075 -0.023 -0.044 0.11
H -5.12704 -3.49461 -1.79003 0.006 -0.016 -0.021 0.12
H -3.35811 -4.42004 -4.09852 -0.021 0.030 -0.006 0.11
H -3.22142 -4.79668 -2.36954 0.240 0.122 0.005 0.13
O -0.50037 -3.82624 0.83791 0.031 -0.226 -0.271 0.12
C 0.34244 -4.58222 1.22305 -0.351 0.287 0.350 -0.47
C 1.03870 -4.54490 2.56570 0.623 -0.243 -0.214 -0.08
C 2.23686 -5.45849 2.33341 0.054 0.058 0.215 -0.15
C 1.70906 -6.41639 1.27837 0.174 -0.106 0.037 -0.16
O 0.78187 -5.64470 0.49736 0.008 0.080 -0.004 0.03
H 0.36330 -4.94067 3.32417 -0.042 0.171 0.029 0.13
H 1.33964 -3.53230 2.81796 -0.331 0.055 0.108 0.12
H 2.59167 -5.95960 3.23266 -0.029 -0.051 -0.043 0.12
H 3.06693 -4.87858 1.92276 0.016 -0.060 -0.024 0.11
H 1.17421 -7.26286 1.71582 -0.016 0.029 0.013 0.13
H 2.49785 -6.79567 0.63145 -0.153 0.015 -0.157 0.12
O -7.57971 -2.37284 -3.38510 -0.152 -0.090 -0.248 0.12
C -8.40861 -2.87747 -4.08552 -0.171 0.321 0.336 -0.47
C -9.77263 -3.37992 -3.65872 -0.031 -0.485 -0.350 -0.07
C -10.18243 -4.24567 -4.84491 -0.187 -0.064 0.120 -0.16
C -9.45434 -3.57260 -5.99663 -0.176 -0.135 -0.165 -0.15
O -8.24938 -3.04016 -5.42062 0.043 -0.041 0.114 0.03
H -10.43743 -2.52496 -3.52641 0.061 0.021 0.101 0.13
H -9.70459 -3.95356 -2.73832 0.033 0.266 0.141 0.13
H -11.25874 -4.31023 -4.99538 0.027 0.045 -0.063 0.12
H -9.80152 -5.25935 -4.70775 -0.005 0.018 -0.035 0.12
H -10.02723 -2.74754 -6.42590 0.023 0.017 0.033 0.13
H -9.19757 -4.27157 -6.78955 0.190 0.116 -0.007 0.13
O -0.05073 -2.88979 6.00253 0.027 -0.251 -0.159 0.11
C -0.79375 -2.30691 5.26528 0.209 0.308 0.217 -0.48
C -1.51904 -1.00781 5.55246 -0.480 -0.174 -0.376 -0.08
C -2.57695 -0.98009 4.45533 -0.084 0.148 0.112 -0.14
C -1.89941 -1.75759 3.33870 -0.210 0.167 -0.209 -0.14
O -1.06662 -2.72378 4.00718 -0.030 -0.025 0.182 0.01
H -0.81231 -0.18076 5.45948 -0.223 -0.307 0.030 0.08
H -1.95931 -1.02073 6.54614 0.275 0.043 0.111 0.13
H -2.88026 0.02236 4.15795 0.055 -0.017 -0.065 0.12
H -3.46780 -1.51451 4.79192 0.005 0.005 -0.038 0.12
H -1.26452 -1.12539 2.71480 0.027 -0.043 0.004 0.12
H -2.61238 -2.27456 2.70132 0.196 -0.168 -0.037 0.13
O -2.56150 -5.93039 -8.30428 -0.178 0.017 0.227 0.12
C -1.96821 -5.05425 -7.74619 0.051 -0.074 -0.464 -0.49
C -0.53662 -4.62455 -8.00165 0.145 0.128 0.579 -0.08
C -0.22498 -3.78430 -6.76765 0.221 -0.016 -0.117 -0.15
C -1.59385 -3.24087 -6.39959 0.145 0.256 0.236 -0.15
O -2.52728 -4.26430 -6.79610 0.053 -0.123 -0.021 0.02
H -0.50449 -4.03322 -8.91811 -0.015 -0.102 -0.057 0.13
H 0.11797 -5.48800 -8.08387 -0.123 -0.044 -0.278 0.12
H 0.51501 -3.00450 -6.93761 -0.075 0.047 0.029 0.12
H 0.14502 -4.42916 -5.96840 -0.022 0.042 0.013 0.12
H -1.83507 -2.32234 -6.93921 -0.019 -0.033 -0.020 0.13
H -1.68694 -3.05756 -5.33083 -0.181 -0.037 -0.033 0.11
O -2.95084 7.71162 2.76431 -0.154 -0.185 -0.141 0.12
C -3.63803 8.30718 1.98862 0.246 0.234 0.357 -0.48
C -4.39082 9.59601 2.24972 -0.482 -0.105 -0.339 -0.07
C -5.36532 9.64415 1.07825 -0.096 0.192 0.097 -0.16
C -4.60270 8.89511 -0.00211 -0.152 0.115 -0.163 -0.15
O -3.81593 7.91827 0.69995 -0.050 -0.021 0.101 0.02
H -3.68430 10.42727 2.22867 0.034 -0.037 0.107 0.13
H -4.90381 9.55820 3.20670 0.273 0.038 0.126 0.13
H -5.65212 10.65178 0.78195 0.046 -0.027 -0.062 0.12
H -6.27490 9.09839 1.33561 0.015 0.003 -0.036 0.12
H -3.92777 9.54635 -0.56244 0.017 -0.009 0.031 0.13
H -5.26485 8.39013 -0.70217 0.150 -0.158 0.009 0.13
```
Positions in Å, forces in eV/Å.

Its SMILES is CCNc1cc(F)c(C[C@H](C)O)c2c1C(=O)c1cc(C)cc(COCCOCC)c1C2=O.O=C1CCCO1.O=C1CCCO1.O=C1CCCO1.O=C1CCCO1.O=C1CCCO1.O=C1CCCO1.O=C1CCCO1. As for the electronic energy: -99239.2386 eV. The value obtained for the frontier orbital gap is 0.2968 Eh. As for the spin multiplicity: 1. Its HOMO energy is -8.404 eV. The value obtained for the LUMO energy is -0.328 eV.